Entry from the OMol25 dataset: a molecular structure, C46H35F5N3O3STa at a distorted geometry (ωB97M-V/def2-TZVPD).

HOMO energy   -13.6754 eV
E   -3118.07169 Eh
Maximum force   3.510 eV Å⁻¹

The geometry in ORCA input format:
```
! wB97M-V def2-TZVPD RIJCOSX def2/J DEFGRID3
* xyz 2 1
Ta -0.421 0.235 0.170
O 1.257 0.065 -0.365
C 2.527 0.540 -0.772
C 2.512 2.048 -0.494
C 1.351 2.798 -1.102
C 1.614 3.983 -1.768
C 0.569 4.783 -2.193
C -0.729 4.367 -1.959
C -0.950 3.146 -1.346
C -2.360 2.675 -1.117
C -2.607 2.374 0.383
O -1.835 1.202 0.624
C -4.064 2.064 0.701
C -4.934 1.591 -0.276
C -6.242 1.264 0.052
C -6.688 1.394 1.358
C -5.819 1.850 2.340
C -4.514 2.182 2.014
C -2.096 3.565 1.194
C -2.784 4.771 1.090
C -2.325 5.898 1.751
C -1.180 5.832 2.534
C -0.500 4.632 2.654
C -0.955 3.504 1.982
N 0.077 2.373 -0.922
C 3.550 -0.212 0.077
C 3.372 -1.588 0.220
C 4.253 -2.340 0.977
C 5.328 -1.722 1.602
C 5.511 -0.356 1.462
C 4.626 0.400 0.703
C 2.747 0.286 -2.268
C 4.035 0.077 -2.751
C 4.251 -0.112 -4.108
C 3.186 -0.095 -4.996
C 1.901 0.119 -4.523
C 1.683 0.310 -3.165
H 3.436 2.482 -0.871
H 2.482 2.195 0.593
H 2.638 4.286 -1.935
H 0.762 5.724 -2.690
H -1.572 4.977 -2.250
H -2.535 1.759 -1.690
H -3.063 3.429 -1.463
H -4.614 1.488 -1.306
H -6.918 0.912 -0.717
H -7.710 1.150 1.612
H -6.159 1.955 3.362
H -3.844 2.545 2.783
H -3.693 4.829 0.502
H -2.870 6.829 1.667
H -0.822 6.712 3.052
H 0.378 4.565 3.284
H -0.414 2.572 2.097
H 2.535 -2.067 -0.276
H 4.102 -3.409 1.070
H 6.024 -2.306 2.189
H 6.347 0.131 1.946
H 4.800 1.464 0.601
H 4.874 0.060 -2.068
H 5.257 -0.286 -4.468
H 3.358 -0.239 -6.055
H 1.063 0.139 -5.207
H 0.678 0.485 -2.812
N -2.735 -3.071 -0.689
C -1.617 -2.667 -1.262
S -1.556 -0.970 -1.754
N -0.631 -3.454 -1.620
C -0.456 -4.865 -1.471
C 0.374 -5.480 -2.402
C 0.596 -6.843 -2.335
C 0.002 -7.600 -1.335
C -0.806 -6.981 -0.395
C -1.038 -5.615 -0.455
H -3.478 -2.405 -0.556
H -2.946 -4.052 -0.584
H 0.090 -3.004 -2.167
H 0.844 -4.899 -3.188
H 1.228 -7.322 -3.070
H 0.179 -8.665 -1.276
H -1.259 -7.561 0.398
H -1.603 -5.160 0.346
F 1.414 -2.731 6.118
C 1.005 -2.444 4.897
C 1.010 -3.419 3.908
F 1.443 -4.637 4.183
C 0.567 -3.125 2.628
F 0.596 -4.063 1.680
C 0.105 -1.857 2.306
O -0.368 -1.503 1.104
C 0.165 -0.899 3.304
F -0.187 0.355 2.889
C 0.587 -1.154 4.590
F 0.602 -0.192 5.496
*
```

---

Entry from the OMol25 dataset: a molecular structure, C46H36N11O10RbSSe2 at a distorted geometry (ωB97M-V/def2-TZVPD).

HOMO energy   -2.4253 eV
E   -8354.30786 Eh
Maximum force   1.347 eV Å⁻¹

The geometry in ORCA input format:
```
! wB97M-V def2-TZVPD RIJCOSX def2/J DEFGRID3
* xyz -2 1
Rb 0.395 -0.239 -0.884
N 2.600 0.404 4.457
C 2.950 0.364 3.114
S 3.536 1.823 2.439
N 2.799 -0.822 2.577
N 2.854 -0.940 1.235
C 2.966 -2.124 0.772
C 2.865 -2.405 -0.664
C 2.496 -3.681 -1.085
C 2.331 -3.916 -2.439
C 2.571 -2.889 -3.339
C 2.953 -1.657 -2.831
N 3.099 -1.417 -1.534
H 3.029 1.146 4.976
H 2.470 -0.483 4.921
H 3.073 -2.984 1.437
H 2.291 -4.454 -0.357
H 2.003 -4.887 -2.788
H 2.459 -3.037 -4.404
H 3.171 -0.821 -3.490
O -1.881 -0.431 -2.350
C -1.180 -1.296 -2.932
O -0.163 -1.118 -3.633
C -1.630 -2.747 -2.725
C -2.501 -3.342 -3.570
C -2.943 -4.674 -3.330
C -2.442 -5.387 -2.265
C -1.522 -4.816 -1.400
C -1.102 -3.418 -1.537
O -0.384 -2.813 -0.723
N -1.024 -5.660 -0.344
O -0.081 -5.291 0.337
O -1.566 -6.758 -0.164
N -3.905 -5.279 -4.195
O -4.276 -6.434 -3.975
O -4.343 -4.626 -5.140
H -2.883 -2.821 -4.437
H -2.760 -6.405 -2.111
O -5.507 6.474 0.203
N -4.455 6.336 -0.394
O -3.964 7.231 -1.050
C -3.786 5.041 -0.317
C -4.552 4.011 0.122
C -4.030 2.702 0.264
C -4.813 1.614 0.705
C -4.225 0.387 0.848
C -2.850 0.262 0.570
N -2.113 1.265 0.153
C -2.682 2.456 -0.029
C -1.858 3.538 -0.541
N -0.593 3.228 -0.870
C 0.198 4.166 -1.336
C -0.216 5.497 -1.471
C -1.505 5.833 -1.143
C -2.395 4.838 -0.682
H -5.586 4.203 0.373
H -5.862 1.767 0.931
H -4.793 -0.475 1.172
H -2.339 -0.686 0.707
H 1.200 3.854 -1.616
H 0.476 6.246 -1.831
H -1.839 6.850 -1.246
Se 3.789 4.369 -3.931
Se 3.666 2.491 -5.227
C 1.772 2.085 -5.131
C 1.114 1.838 -6.326
C -0.251 1.599 -6.270
C -0.880 1.608 -5.045
C -0.128 1.843 -3.901
N 1.182 2.103 -3.944
C 4.621 3.650 -2.330
C 5.536 4.434 -1.644
C 6.160 3.871 -0.539
C 5.837 2.579 -0.171
C 4.885 1.890 -0.911
N 4.295 2.418 -1.987
H 1.658 1.859 -7.260
H -0.806 1.408 -7.181
H -1.941 1.417 -4.953
H -0.596 1.817 -2.927
H 5.759 5.439 -1.982
H 6.890 4.439 0.026
H 6.293 2.111 0.690
H 4.569 0.887 -0.649
C -0.699 -3.347 7.907
C -0.639 -2.535 6.640
C -0.385 -3.128 5.415
C -0.292 -2.391 4.234
C 0.048 -3.106 2.960
C -0.457 -0.991 4.309
C -0.335 -0.129 3.111
O -0.261 -0.516 1.970
C -0.722 -0.376 5.546
C -0.915 1.118 5.668
C -0.816 -1.155 6.687
H -0.625 -4.414 7.695
H -1.634 -3.163 8.442
H 0.122 -3.072 8.574
H -0.254 -4.205 5.364
H 0.226 -4.166 3.140
H 0.939 -2.652 2.529
H -0.728 -3.005 2.200
H -0.318 0.956 3.315
H -0.017 1.654 5.351
H -1.127 1.383 6.704
H -1.746 1.463 5.049
H -1.025 -0.679 7.642
*
```

---

Entry from the OMol25 dataset: a molecular structure, C46H39BrN4O4STeZr at a distorted geometry (ωB97M-V/def2-TZVPD).

HOMO energy   -11.5992 eV
E   -5583.16411 Eh
Maximum force   2.759 eV Å⁻¹

The geometry in ORCA input format:
```
! wB97M-V def2-TZVPD RIJCOSX def2/J DEFGRID3
* xyz 2 1
Zr 0.618 -0.469 -0.602
Br 2.575 8.082 6.217
C 1.177 7.371 5.154
C 1.493 6.626 4.021
C 0.487 6.057 3.274
C -0.856 6.249 3.640
C -1.154 7.064 4.743
C -0.147 7.595 5.516
N -1.951 5.801 2.944
N -2.035 4.843 2.185
C -1.271 3.734 1.999
C -0.665 3.006 3.026
C -0.085 1.769 2.798
C -0.066 1.189 1.529
O 0.499 0.017 1.263
C -0.730 1.880 0.472
N -0.799 1.251 -0.743
C -1.457 1.860 -1.722
C -2.107 3.082 -1.576
C -2.060 3.722 -0.355
C -1.360 3.135 0.704
H 2.529 6.496 3.747
H 0.736 5.508 2.378
H -2.190 7.238 4.985
H -0.376 8.187 6.387
H -0.666 3.422 4.023
H 0.375 1.243 3.620
H -1.507 1.335 -2.675
H -2.662 3.498 -2.400
H -2.581 4.649 -0.183
C 3.479 -4.362 3.742
C 2.883 -3.624 2.589
C 3.577 -2.589 1.981
C 3.059 -1.955 0.849
C 3.596 -0.735 0.264
O 2.826 0.128 -0.229
C 5.055 -0.631 0.322
C 5.723 0.496 0.802
C 7.095 0.452 0.978
C 7.812 -0.683 0.628
C 7.156 -1.797 0.122
C 5.783 -1.782 -0.009
C 1.862 -2.432 0.275
O 1.556 -2.091 -0.952
C 1.032 -3.280 1.047
C 1.579 -3.902 2.165
C -0.390 -3.248 0.693
N -0.812 -2.166 0.128
C -2.213 -1.985 -0.221
C -2.469 -2.399 -1.667
Te -0.955 -1.525 -2.972
C 0.250 -3.288 -3.257
C 1.634 -3.171 -3.299
C 2.415 -4.313 -3.347
C 1.820 -5.562 -3.402
C 0.441 -5.667 -3.460
C -0.351 -4.531 -3.386
C -1.176 -4.441 1.074
C -1.745 -4.548 2.340
C -2.321 -5.744 2.736
C -2.321 -6.833 1.880
C -1.782 -6.717 0.608
C -1.195 -5.530 0.205
H 4.465 -3.977 3.986
H 3.570 -5.418 3.501
H 2.849 -4.277 4.624
H 4.502 -2.234 2.409
H 5.150 1.362 1.095
H 7.604 1.303 1.404
H 8.882 -0.709 0.769
H 7.710 -2.683 -0.150
H 5.257 -2.650 -0.380
H 0.982 -4.585 2.750
H -2.423 -0.909 -0.092
H -2.874 -2.558 0.445
H -3.444 -2.047 -2.000
H -2.431 -3.483 -1.768
H 2.100 -2.195 -3.253
H 3.492 -4.235 -3.353
H 2.431 -6.452 -3.411
H -0.030 -6.630 -3.573
H -1.429 -4.621 -3.426
H -1.725 -3.699 3.010
H -2.759 -5.825 3.719
H -2.736 -7.773 2.207
H -1.799 -7.557 -0.070
H -0.747 -5.441 -0.776
C 1.509 1.806 -4.596
S 2.117 1.652 -2.880
C 3.700 0.824 -3.220
O 1.248 0.499 -2.365
H 2.319 2.065 -5.268
H 0.770 2.600 -4.627
H 1.048 0.867 -4.899
H 4.427 1.549 -3.567
H 3.562 0.031 -3.951
H 4.029 0.410 -2.270
*
```

---

Entry from the OMol25 dataset: a molecular structure, C46H41GeN9NiO8S (ωB97M-V/def2-TZVPD).

HOMO energy (spin up / spin down)   -9.7876 / -10.7924 eV
E   -6855.32625 Eh
Maximum force   0.486 eV Å⁻¹

The geometry in ORCA input format:
```
! wB97M-V def2-TZVPD RIJCOSX def2/J DEFGRID3
* xyz 1 4
Ni -1.205 0.280 1.088
N -4.022 0.086 2.901
C -3.516 1.380 2.839
C -4.254 2.360 3.509
C -3.816 3.662 3.476
C -2.650 3.962 2.783
C -1.984 2.939 2.153
N -2.404 1.657 2.163
C -3.580 -1.131 2.434
C -4.404 -2.244 2.683
C -4.025 -3.479 2.231
C -2.828 -3.606 1.522
C -2.088 -2.474 1.326
N -2.431 -1.249 1.781
H -4.888 0.026 3.410
H -5.157 2.086 4.039
H -4.378 4.436 3.983
H -2.266 4.970 2.720
H -1.086 3.124 1.591
H -5.331 -2.110 3.225
H -4.651 -4.341 2.418
H -2.486 -4.556 1.137
H -1.162 -2.518 0.762
C 3.525 2.657 4.808
C 2.040 2.793 4.487
C 1.430 1.536 3.952
N 0.484 1.507 3.088
N 0.092 0.231 2.745
C 0.778 -0.693 3.369
N 0.601 -2.028 3.214
S 1.948 -0.049 4.457
H 3.946 3.626 5.068
H 4.080 2.269 3.952
H 3.693 1.989 5.655
H 1.873 3.566 3.735
H 1.484 3.093 5.379
H 0.193 -2.318 2.340
H 1.355 -2.625 3.512
C 1.269 -6.046 1.461
C 2.244 -5.080 1.684
C 2.276 -3.929 0.911
C 1.339 -3.732 -0.107
C 0.378 -4.719 -0.334
C 0.337 -5.866 0.451
Ge 1.275 -2.138 -1.208
C 2.855 -1.244 -1.848
C 2.664 -0.151 -2.695
C 3.739 0.629 -3.095
C 5.018 0.316 -2.656
C 5.222 -0.781 -1.829
C 4.146 -1.557 -1.425
C -0.023 -2.346 -2.626
C 0.464 -2.496 -3.926
C -0.406 -2.695 -4.990
C -1.773 -2.751 -4.766
C -2.270 -2.609 -3.477
C -1.399 -2.409 -2.416
H 1.249 -6.945 2.064
H 2.987 -5.231 2.457
H 3.025 -3.176 1.108
H -0.340 -4.603 -1.139
H -0.410 -6.625 0.259
H 1.667 0.099 -3.038
H 3.580 1.482 -3.743
H 5.859 0.927 -2.957
H 6.221 -1.024 -1.491
H 4.314 -2.399 -0.765
H 1.530 -2.453 -4.117
H -0.014 -2.801 -5.993
H -2.452 -2.905 -5.594
H -3.337 -2.648 -3.298
H -1.812 -2.274 -1.424
C -3.783 2.093 -0.784
C -2.843 1.095 -1.382
O -2.359 0.176 -0.724
C -2.435 1.260 -2.793
C -1.146 0.862 -3.146
C -0.699 1.038 -4.443
C -1.544 1.588 -5.399
C -2.833 1.972 -5.056
C -3.274 1.823 -3.751
H -4.061 1.801 0.223
H -4.680 2.198 -1.395
H -3.281 3.064 -0.772
H -0.511 0.438 -2.379
H 0.307 0.746 -4.717
H -1.196 1.720 -6.416
H -3.489 2.399 -5.803
H -4.279 2.131 -3.493
O 5.735 2.506 0.211
N 4.905 3.328 -0.127
O 5.154 4.469 -0.460
C 3.502 2.908 -0.130
C 3.193 1.612 0.254
C 1.879 1.213 0.216
C 0.795 2.109 -0.072
O -0.420 1.734 0.016
C 1.207 3.396 -0.514
C 2.534 3.791 -0.549
N 0.223 4.394 -0.949
O 0.625 5.295 -1.656
O -0.931 4.284 -0.572
N 1.605 -0.132 0.550
O 2.466 -0.873 1.067
O 0.534 -0.770 -0.069
H 3.970 0.916 0.530
H 2.796 4.782 -0.887
*
```

---

Entry from the OMol25 dataset: a molecular structure, C46H41P3RuS (ωB97M-V/def2-TZVPD).

HOMO energy (spin up / spin down)   -16.2670 / -16.3132 eV
E   -3293.63157 Eh
Maximum force   0.923 eV Å⁻¹

The geometry in ORCA input format:
```
! wB97M-V def2-TZVPD RIJCOSX def2/J DEFGRID3
* xyz 3 2
Ru -1.057 0.955 0.081
C 1.882 -1.780 0.269
C 1.755 -1.043 -1.079
P 3.111 0.183 -1.346
C 2.539 1.791 -1.255
C 1.190 2.165 -1.826
C 1.142 3.518 -2.485
C 2.036 4.465 -2.190
C 3.136 4.138 -1.303
C 3.408 2.868 -0.905
C 4.594 -0.069 -0.391
C 5.695 -0.565 -1.099
C 6.896 -0.787 -0.443
C 7.003 -0.508 0.909
C 5.912 -0.007 1.617
C 4.708 0.207 0.976
C 0.576 -1.859 1.073
P 0.038 -0.225 1.667
C 1.444 0.467 2.561
C 1.699 1.831 2.699
C 2.738 2.275 3.502
C 3.529 1.363 4.186
C 3.283 0.004 4.064
C 2.252 -0.445 3.254
C -1.367 -0.336 2.779
C -1.335 -1.017 3.995
C -2.435 -0.962 4.838
C -3.555 -0.221 4.485
C -3.599 0.468 3.279
C -2.501 0.405 2.438
H 2.636 -1.307 0.899
H 2.252 -2.789 0.090
H 0.824 -0.465 -1.150
H 1.741 -1.744 -1.914
H 0.846 1.403 -2.532
H 0.317 3.696 -3.163
H 1.984 5.455 -2.620
H 3.801 4.936 -0.997
H 4.325 2.654 -0.371
H 5.617 -0.774 -2.160
H 7.746 -1.169 -0.990
H 7.941 -0.673 1.421
H 6.008 0.214 2.672
H 3.867 0.609 1.531
H 0.732 -2.502 1.945
H -0.254 -2.291 0.513
H 1.084 2.559 2.203
H 2.921 3.336 3.609
H 4.331 1.713 4.822
H 3.892 -0.709 4.604
H 2.084 -1.512 3.181
H -0.461 -1.583 4.294
H -2.413 -1.490 5.781
H -4.400 -0.175 5.159
H -4.470 1.043 2.998
H -2.572 1.012 1.513
S -0.501 3.232 0.287
C 0.123 2.156 -0.749
C -6.538 1.014 -0.756
C -6.321 -0.352 -0.850
C -5.039 -0.848 -1.034
C -3.963 0.032 -1.142
C -4.191 1.412 -1.045
C -5.471 1.900 -0.848
P -2.273 -0.577 -1.364
C -1.703 -0.141 -3.037
C -1.344 -1.056 -4.028
C -0.991 -0.623 -5.300
C -1.004 0.725 -5.614
C -1.365 1.650 -4.640
C -1.698 1.221 -3.368
C -2.316 -2.328 -0.915
C -2.152 -3.435 -1.749
C -2.318 -4.720 -1.248
C -2.674 -4.919 0.076
C -2.872 -3.824 0.908
C -2.694 -2.544 0.417
H -7.541 1.393 -0.617
H -7.155 -1.038 -0.785
H -4.886 -1.916 -1.108
H -3.379 2.127 -1.127
H -5.639 2.966 -0.779
H -1.334 -2.115 -3.844
H -0.724 -1.353 -6.052
H -0.753 1.056 -6.612
H -1.413 2.703 -4.885
H -2.005 1.974 -2.651
H -1.909 -3.337 -2.792
H -2.185 -5.565 -1.910
H -2.816 -5.922 0.455
H -3.175 -3.966 1.936
H -2.879 -1.706 1.079
*
```